19
Properties=species:S:1:pos:R:3:forces:R:3 method="wB97M-V/def2-TZVPD" smiles="O=[PH2]C(=O)[C@@H]1C=CC=CC1" lumo_energy_ev=-0.202 homo_energy_ha=-0.330 gap_ha=0.323
C 0.352827 -1.037011 1.716326 2.404 -0.814 -0.869
C -0.887462 -0.447285 1.416963 -2.173 1.295 2.570
C 1.116645 -1.471362 0.676959 1.117 -1.841 2.464
C -1.150382 -0.045021 0.202098 -1.239 -0.780 -2.863
C 0.619034 0.842793 -0.743501 6.069 3.380 0.115
C 0.493944 -1.650553 -0.645071 -1.387 -0.754 1.256
C -0.169871 -0.345986 -0.955781 1.124 -1.199 3.379
O 1.869671 1.128255 -0.574170 -4.258 -2.414 -0.348
O -1.287120 2.320252 -1.892423 -1.769 0.221 -1.755
P -0.316974 2.368279 -0.821197 0.261 0.980 2.054
H 0.759463 -1.083672 2.704957 -0.007 0.153 0.446
H -1.639701 -0.116869 2.217726 1.287 -0.851 -1.036
H 2.132008 -1.930719 0.900758 -1.379 0.761 -0.378
H -2.070139 0.416325 -0.086627 -0.422 0.422 0.089
H 1.121498 -2.090442 -1.353016 1.266 -0.047 -1.375
H -0.320895 -2.436388 -0.520334 0.615 0.896 -0.101
H -0.475462 -0.363847 -1.917066 -2.010 0.368 -2.979
H 0.661248 3.343585 -0.828817 0.456 0.279 -0.337
H -0.808331 2.599669 0.502217 0.045 -0.054 -0.334

---

27
Properties=species:S:1:pos:R:3:forces:R:3 method="wB97M-V/def2-TZVPD" total_charge=+1 smiles=C[C@H]1[NH2+][C@@H]2CCCCN2[C@@H]1Cl lumo_energy_ev=-3.166 homo_energy_ha=-0.481 gap_ha=0.365
C -1.200075 0.371435 2.331732 4.840 -2.236 -2.594
C -0.043742 1.400769 2.160630 -3.443 0.408 -0.593
C -1.590668 -0.344348 1.039988 2.000 2.379 -0.989
C 1.075480 0.977504 1.238255 -1.376 0.337 1.688
C 0.257235 -0.508967 -2.058331 2.382 3.850 -1.041
C -0.400840 -0.789022 0.259130 2.054 0.854 0.990
C 0.448471 0.888499 -1.124387 1.508 -2.455 -4.212
C 1.649481 -1.140888 -2.456363 -2.669 -1.018 2.982
N 0.597468 0.288823 0.066313 -0.458 -1.410 1.924
N -0.629533 -1.275331 -1.155148 -2.969 1.068 -1.141
Cl -0.989546 1.947015 -1.450326 0.266 0.254 0.059
H -0.710417 -0.327876 2.941342 -0.078 -1.685 1.348
H -1.992941 0.752599 2.783298 -3.427 1.770 2.018
H -0.665548 2.137543 1.735199 0.017 1.834 -1.307
H 0.071767 1.838354 3.138268 1.341 -0.256 0.402
H -2.208641 -1.126815 1.126010 -2.522 -2.966 0.938
H -1.992793 0.302310 0.341802 -1.827 1.989 -0.917
H 1.705414 1.812461 1.062231 0.443 0.762 -1.006
H 1.653337 0.371276 1.861370 1.343 -1.751 0.459
H -0.041182 -0.223475 -3.074619 -1.698 -0.261 0.710
H -0.018676 -1.536109 0.878584 1.537 -1.705 0.400
H 1.444434 1.277496 -1.463612 -1.359 0.690 0.195
H 2.236715 -0.458029 -2.983156 0.440 0.884 -1.563
H 1.426467 -2.118833 -2.898732 0.642 0.323 -0.282
H 2.163806 -1.235391 -1.525266 0.716 -0.747 0.680
H -1.678033 -1.039587 -1.324110 2.025 -0.165 -0.155
H -0.567440 -2.241414 -1.450103 0.270 -0.747 1.006

---

20
Properties=species:S:1:pos:R:3:forces:R:3 method="wB97M-V/def2-TZVPD" total_charge=-1 lumo_energy_ev="3.355 / 3.354" homo_energy_ha="-0.133 / -0.135" gap_ha="0.257 / 0.258"
C -1.533678 -2.885256 -0.861743 -0.037 -0.153 -0.075
C -0.167178 -2.830772 -1.084699 0.000 0.006 0.034
C -2.161062 -1.879098 -0.145274 -0.035 -0.065 0.030
C 0.558960 -1.752560 -0.606501 0.197 -0.027 -0.067
C -1.428743 -0.811500 0.347582 -0.180 0.023 0.169
C -0.071668 -0.748315 0.099492 0.328 0.678 0.176
C -0.040023 2.017519 1.053799 1.021 0.351 0.120
C 1.559894 3.979477 0.551449 -0.523 -1.170 0.479
O 1.562668 0.096091 1.945861 -0.167 0.350 -0.120
O 2.002324 0.769616 -0.375570 -0.246 0.131 0.027
S 1.021503 0.616632 0.694848 0.374 -0.706 0.349
Cl -0.918559 2.150568 -0.471322 -0.698 0.580 -0.931
H -2.111177 -3.713622 -1.249551 -0.048 -0.060 -0.017
H 0.328989 -3.619884 -1.634253 0.021 -0.023 -0.036
H -3.227971 -1.928777 0.022559 -0.077 0.030 0.042
H 1.620529 -1.659155 -0.777887 0.113 -0.045 -0.100
H -1.915776 -0.023809 0.903030 0.008 0.039 0.032
H 2.138242 3.472579 -0.191110 0.163 -0.191 -0.307
H 1.978217 4.078876 1.531726 0.151 0.092 0.298
H 0.804508 4.671389 0.247565 -0.365 0.159 -0.105

---

45
Properties=species:S:1:pos:R:3:forces:R:3 method="wB97M-V/def2-TZVPD" total_charge=-1 multiplicity=5 lumo_energy_ev="2.319 / 2.156" homo_energy_ha="-0.194 / -0.194" s_squared=6.015 gap_ha="0.279 / 0.273"
Cr 0.022230 0.388641 -0.038120 -0.120 -0.805 -0.537
O -2.494052 5.085574 4.500902 0.037 -0.151 0.147
C -2.633006 3.849619 4.605825 -0.346 0.142 -0.037
O -3.238766 3.158604 5.443162 0.130 0.076 0.005
C -1.975411 3.047321 3.460326 0.127 -0.208 -0.030
C -1.244969 3.708434 2.486162 0.154 0.105 -0.216
C -0.651440 2.994686 1.463294 -0.118 -0.020 0.116
N -0.754817 1.662781 1.378524 -0.035 0.097 0.015
C -1.461430 1.006668 2.322657 0.050 -0.189 -0.230
C -2.078972 1.660793 3.362189 -0.121 0.145 0.194
C -1.500842 -0.512106 2.161981 0.752 0.336 -0.295
O -2.131440 -1.186895 2.938021 -0.283 -0.325 0.151
O -0.755503 -0.948762 1.175202 -0.373 0.152 0.339
H -1.157938 4.784504 2.551700 -0.011 -0.009 0.008
H -0.080320 3.477503 0.679988 -0.003 0.012 0.014
H -2.637482 1.105995 4.102925 0.008 0.010 -0.004
C 2.867146 -1.525358 -1.933842 0.036 0.021 -0.095
C 1.969968 -1.504974 -3.181124 0.003 -0.049 -0.022
C 0.553404 -1.287553 -2.619741 0.278 -0.014 0.176
O 0.699974 -1.288005 -1.178089 -0.140 0.123 -0.112
C 1.910126 -1.989861 -0.862470 -0.216 -0.001 0.044
H 3.197270 -0.516819 -1.696112 0.070 0.047 -0.006
H 3.740067 -2.170799 -2.034238 -0.034 0.007 -0.035
H 2.026856 -2.458366 -3.707560 0.019 0.010 -0.032
H 2.253189 -0.714271 -3.876510 -0.021 -0.025 0.042
H -0.132978 -2.090271 -2.886193 -0.016 -0.075 -0.023
H 0.138392 -0.323826 -2.891455 -0.040 0.080 0.020
H 1.715965 -3.063535 -0.921878 0.002 -0.081 0.014
H 2.190774 -1.740798 0.157448 -0.012 0.047 0.042
C 1.185428 2.730428 -4.352299 -0.098 0.033 -0.390
Si 1.786646 2.771007 -2.585429 -0.047 -0.302 -0.268
C 3.534713 2.099803 -2.570464 0.335 -0.113 0.034
C 1.930571 4.573830 -2.127806 0.020 0.387 0.139
C 0.668504 1.857116 -1.497201 -0.347 -0.138 0.699
H 1.751060 3.431616 -4.975679 -0.058 -0.078 -0.023
H 0.128368 3.012130 -4.403167 0.068 -0.011 -0.026
H 1.284178 1.729914 -4.787251 -0.027 0.066 0.016
H 4.235848 2.866530 -2.915920 0.000 -0.078 0.002
H 3.648907 1.226360 -3.220332 0.000 0.041 0.058
H 3.835322 1.810320 -1.557672 0.026 0.033 -0.061
H 2.519351 5.134328 -2.862495 -0.030 -0.010 0.070
H 2.412021 4.683274 -1.150279 -0.026 0.040 -0.047
H 0.940814 5.036182 -2.058817 0.062 0.010 -0.010
H -0.249127 2.468335 -1.441526 0.004 0.030 -0.021
H 1.152441 2.011036 -0.511875 0.343 0.631 0.175

---

19
Properties=species:S:1:pos:R:3:forces:R:3 method="wB97M-V/def2-TZVPD" smiles=CCC.CC lumo_energy_ev=1.130 homo_energy_ha=-0.414 gap_ha=0.455
C -0.225111 1.271961 -0.444407 0.239 0.560 1.553
C -1.384234 1.722345 0.446991 0.123 1.190 -0.498
C 0.993829 2.110335 -0.105227 1.878 0.676 0.193
H 0.075469 0.288859 -0.076015 -0.377 -0.201 -0.706
H -0.498002 1.315028 -1.493994 0.130 -0.355 -0.110
H -1.674125 2.745324 0.163155 -0.279 -0.276 -0.276
H 1.154701 2.210342 0.976413 -0.324 -0.404 0.002
H -1.021884 1.910049 1.458281 -0.169 -0.708 0.228
H -2.253332 1.072342 0.389815 -0.014 -0.021 0.241
H 1.948649 1.692537 -0.460733 -0.363 -0.334 -0.092
H 1.112287 3.151700 -0.417159 -0.925 0.047 -0.475
C 0.952101 -2.242998 -0.303591 -0.813 -0.227 1.277
C -0.476802 -2.628083 0.101148 0.360 -0.597 1.175
H 0.818172 -1.290894 -0.801719 0.702 -0.210 -0.776
H 1.527565 -2.033913 0.603266 0.148 -0.069 -0.142
H 1.427169 -3.054191 -0.846211 0.192 0.349 -0.383
H -0.902002 -1.787372 0.662292 -0.633 0.175 -1.009
H -0.996483 -3.073170 -0.746616 -0.561 0.766 0.029
H -0.577965 -3.380200 0.894310 0.688 -0.360 -0.233

---

13
Properties=species:S:1:pos:R:3:forces:R:3 method="wB97M-V/def2-TZVPD" total_charge=+1 lumo_energy_ev=-5.568 homo_energy_ha=-0.488 gap_ha=0.283
C 0.134086 -1.308680 -1.116163 -0.502 0.336 -0.405
O 1.401654 -0.877392 -0.614585 -0.241 -1.332 -0.734
C 1.471991 0.112832 0.224617 0.223 1.583 0.512
C 0.923581 1.365262 0.097637 2.852 -1.128 -1.037
H -0.616561 -1.043513 -0.333154 0.185 -0.762 -0.564
H 0.209333 -2.376987 -1.357777 -0.108 0.301 0.628
H -0.167781 -0.835226 -2.059197 0.301 0.318 0.233
H 2.019408 -0.166668 1.129666 0.166 0.315 -0.161
H 0.551809 1.723635 -0.867170 -0.017 -0.113 0.229
H 1.289353 2.109727 0.813639 -0.275 -0.232 -0.363
Pb -1.128100 1.207829 1.231522 0.280 3.236 1.388
O -2.716944 0.243001 1.712730 -2.463 -2.006 0.233
H -3.371829 -0.153820 1.138234 -0.401 -0.517 0.041

---

Energy relative to the best compared isomer or geometry (same formula, charge and spin) for the records above, in order: 280.9 147.0 395.8 41.1 65.4 0.0 kJ/mol
Strongest force on any atom for the records above, in order: 0.1351 0.1153 0.0266 0.0190 0.0390 0.0687 hartree/bohr